ORCA calculation (ωB97M-V with the def2-TZVPD basis set) on a single C6H12O molecule.

Last columns: bonded neighbours and bond lengths (Å).
Element x y z (Å)
1 O 0.99 0.07 1.36  C2 1.447, H14 0.969
2 C 0.67 -0.21 -0.03  O1 1.447, C4 1.525, C5 1.528, C6 1.536
3 C -1.13 1.18 0.58  C5 1.674, C7 1.540, H8 1.112, H16 1.093
4 C 1.97 -0.89 -0.46  C2 1.525, H12 1.094, H13 1.095, H18 1.100
5 C 0.13 1.12 -0.53  C2 1.528, C3 1.674, H9 1.112, H11 1.104
6 C -0.58 -1.09 -0.14  C2 1.536, C7 1.553, H15 1.091, H19 1.099
7 C -1.78 -0.12 0.07  C3 1.540, C6 1.553, H10 1.094, H17 1.096
8 H -0.95 1.00 1.66  C3 1.112
9 H 0.97 1.82 -0.73  C5 1.112
10 H -2.25 0.15 -0.88  C7 1.094
11 H -0.37 1.04 -1.51  C5 1.104
12 H 2.01 -1.35 -1.45  C4 1.094
13 H 2.80 -0.18 -0.34  C4 1.095
14 H 0.91 1.04 1.41  O1 0.969
15 H -0.52 -1.87 0.61  C6 1.091
16 H -1.75 2.08 0.56  C3 1.093
17 H -2.55 -0.60 0.69  C7 1.096
18 H 2.13 -1.66 0.30  C4 1.100
19 H -0.65 -1.55 -1.13  C6 1.099

Energy (eV): -8462.8805
SMILES: CC1(O)CCCC1
Charge: 0
HOMO energy (eV): -9.7